61
Properties=species:S:1:pos:R:3:forces:R:3 method="wB97M-V/def2-TZVPD" smiles="C[C@@H](O)CO[PH](N)(O)CCC(F)(F)C(F)(F)S(F)(F)(F)(F)F.COC(=O)OC.COC(=O)OC" lumo_energy_ha=0.0140 e_homo_ev=-9.88
C 0.12731 -0.25712 4.47260 0.041 -0.058 -0.124
C -0.09385 -0.16086 2.96170 0.287 0.538 0.554
O -1.23925 0.65999 2.70359 -0.005 -0.264 -0.073
C 1.15565 0.44845 2.29139 -0.435 0.057 -0.293
O 1.42964 -0.10342 1.02418 0.203 0.148 0.228
P 2.64214 -1.29161 0.86293 0.100 -0.417 -0.334
N 1.63227 -2.16964 -0.16212 0.789 -0.028 -0.147
O 3.89836 -2.49001 0.80741 -0.274 -0.044 0.030
C 3.80809 -0.09829 0.11697 -0.020 -0.067 -0.005
C 4.24769 0.98180 1.11586 -0.306 -0.132 0.048
C 5.42973 1.80602 0.65062 -0.290 -0.081 -0.402
F 5.57391 2.92152 1.40447 -0.013 -0.170 0.051
F 5.16586 2.23456 -0.62812 0.083 0.037 0.230
C 6.84066 1.14930 0.50748 0.248 0.435 0.168
F 6.83655 0.29343 -0.50859 -0.134 -0.281 -0.057
F 7.70073 2.12736 0.20995 0.070 0.017 -0.024
S 7.52208 0.22520 2.02849 0.125 -0.051 -0.111
F 6.40078 -0.88231 1.79283 0.067 0.017 0.086
F 8.53070 -0.57814 1.09920 -0.103 0.069 0.183
F 8.64541 1.30800 2.30033 -0.130 -0.120 0.026
F 6.54114 1.02756 2.99597 0.034 -0.093 0.049
F 8.03102 -0.59872 3.27701 -0.043 0.115 -0.223
H 1.05453 -0.79004 4.69863 -0.121 -0.066 0.015
H -0.70546 -0.75372 4.97094 0.016 0.037 -0.046
H 0.22617 0.75061 4.89193 0.005 -0.041 0.007
H -0.30881 -1.14002 2.53367 -0.002 0.081 -0.114
H -1.09069 1.49815 3.15760 -0.078 -0.047 -0.052
H 0.94350 1.51504 2.14027 0.091 -0.053 0.040
H 2.01746 0.39491 2.96937 0.029 -0.196 -0.071
H 2.60533 -1.54577 2.24506 -0.173 0.280 0.110
H 1.26368 -1.61117 -0.92271 -0.538 0.029 0.323
H 2.14754 -2.95302 -0.54460 -0.063 0.069 -0.112
H 3.66600 -3.27632 1.31529 0.066 0.066 0.032
H 3.26620 0.37347 -0.70520 0.068 -0.015 0.020
H 4.63861 -0.67509 -0.28071 0.048 0.106 0.035
H 3.43138 1.70024 1.23585 0.123 0.003 -0.003
H 4.43122 0.54907 2.09756 0.214 0.137 -0.026
C -3.03425 -2.46185 -2.95717 -0.083 -0.044 -0.188
O -3.93629 -1.81537 -2.05288 0.155 -0.023 0.094
C -3.39444 -1.55534 -0.85584 -0.054 -0.032 0.002
O -2.26924 -1.81945 -0.52743 0.064 -0.009 0.004
O -4.31455 -0.96477 -0.10020 -0.071 0.011 -0.035
C -3.86691 -0.61600 1.21854 -0.040 0.096 0.147
H -3.59627 -2.62450 -3.87248 -0.041 0.030 0.028
H -2.17476 -1.82641 -3.16064 0.032 -0.013 0.053
H -2.70303 -3.41562 -2.55206 0.045 0.026 0.040
H -3.04190 0.08909 1.17886 0.078 -0.079 -0.027
H -3.56548 -1.50764 1.76445 0.071 -0.005 -0.035
H -4.71855 -0.15665 1.71181 -0.056 -0.025 -0.083
C -8.80980 2.77944 -5.48233 -0.099 0.079 -0.056
O -8.42978 2.24958 -4.21118 -0.005 -0.001 0.025
C -7.31973 1.50833 -4.23703 -0.037 0.020 0.013
O -6.65869 1.27523 -5.21588 0.031 -0.014 -0.033
O -7.07567 1.07764 -3.00533 0.020 -0.006 0.023
C -5.90120 0.25989 -2.88285 -0.035 0.046 0.033
H -9.71620 3.35169 -5.30831 0.006 -0.017 0.060
H -8.03145 3.43047 -5.87582 0.032 -0.047 -0.023
H -9.00962 1.97655 -6.18941 0.059 -0.007 -0.014
H -5.01895 0.82369 -3.18125 0.002 -0.039 -0.058
H -5.99684 -0.63379 -3.49385 0.019 0.014 -0.050
H -5.82969 -0.01363 -1.83884 -0.072 0.019 0.059